(1)
DFT (the ωB97M-V functional and the def2-TZVPD basis) results for a molecular structure, C78H94F3KN3O3P2SbSi2Te in a non-equilibrium geometry.

Computed properties:
- lowest unoccupied orbital energy (eV) = 0.117
- Kohn-Sham gap (eV) = 6.80
- ΔE to the lowest compared entry with this formula, charge and spin (kJ/mol) = 27.7

```
! RIJCOSX wB97M-V def2-TZVPD def2/J DEFGRID3
* xyz 0 1
K 0.48555 -0.20668 -0.11595
C -7.00901 2.27848 -5.96976
O -6.87454 3.00951 -4.77612
C -5.70595 3.68242 -4.55848
C -4.72401 3.90935 -5.51818
C -3.55648 4.56372 -5.17381
C -3.30897 4.92914 -3.85077
C -4.31950 4.73872 -2.90237
C -5.51514 4.16738 -3.26402
N -2.14779 5.61055 -3.50539
N -1.46717 5.37412 -2.50137
C -1.50339 4.23489 -1.71932
C -1.46501 4.38658 -0.33725
C -1.34087 3.30775 0.51355
C -1.18431 1.99315 0.05816
O -0.98230 1.00747 0.86098
C -1.24750 1.80417 -1.37337
N -1.16024 0.54717 -1.84423
C -1.21664 0.34091 -3.13568
C -1.27554 1.36838 -4.08390
C -1.33534 2.65962 -3.63345
C -1.40094 2.91761 -2.25215
H -7.91319 1.68172 -5.85406
H -6.15701 1.60723 -6.12587
H -7.12149 2.93989 -6.83554
H -4.85560 3.57666 -6.53663
H -2.80077 4.75175 -5.92268
H -4.16229 5.08195 -1.88997
H -6.29996 4.02118 -2.54096
H -1.59269 5.37814 0.07304
H -1.35910 3.44934 1.58300
H -1.18328 -0.69164 -3.45788
H -1.23042 1.15337 -5.14033
H -1.30954 3.48333 -4.33182
C 2.22942 -5.57150 -4.84110
C 2.94852 -4.43195 -4.51632
C 2.53149 -3.63007 -3.47005
C 1.39827 -3.96222 -2.73183
C 0.67086 -5.09649 -3.07633
C 1.08771 -5.89510 -4.12697
P 1.02933 -2.88428 -1.29240
C 2.20526 -3.68691 -0.13635
C 2.98807 -2.89332 0.69484
C 3.90122 -3.46999 1.56142
C 4.04147 -4.84646 1.60558
C 3.26912 -5.64597 0.77652
C 2.36243 -5.07014 -0.09281
C -0.56692 -3.61088 -0.78446
C -0.74565 -4.36593 0.36585
C -1.96308 -4.97168 0.62415
C -3.01434 -4.82506 -0.26172
C -2.86312 -4.02286 -1.38426
C -1.65328 -3.40507 -1.63303
H 2.55604 -6.20532 -5.65248
H 3.83911 -4.17720 -5.07349
H 3.08498 -2.73668 -3.20568
H -0.22044 -5.36027 -2.52516
H 0.52474 -6.78313 -4.37760
H 2.89439 -1.81806 0.65342
H 4.49769 -2.84499 2.20973
H 4.74996 -5.29809 2.28262
H 3.37061 -6.72132 0.81235
H 1.76855 -5.69584 -0.74233
H 0.07600 -4.51008 1.04842
H -2.07918 -5.57038 1.51523
H -3.95318 -5.32504 -0.07531
H -3.68893 -3.87793 -2.06508
H -1.52844 -2.79150 -2.51405
F 0.30470 -7.05019 6.09844
C 0.23278 -5.89055 5.40601
C 0.95649 -5.76147 4.23520
C 0.89028 -4.56178 3.54888
C 0.11100 -3.50664 4.00550
C -0.60746 -3.67523 5.17826
C -0.55121 -4.86149 5.89136
Sb 0.17838 -1.62551 2.90958
C -0.79915 -0.54909 4.49087
C -2.16477 -0.72655 4.66282
C -2.83488 -0.10364 5.70085
C -2.12112 0.72149 6.55062
F -2.76798 1.33655 7.56726
C -0.76509 0.93278 6.39029
C -0.10982 0.28292 5.35846
C 2.16036 -1.22924 3.71631
C 2.70001 0.01896 3.43998
C 3.95333 0.38395 3.89448
C 4.68015 -0.53848 4.62471
F 5.92073 -0.20573 5.05458
C 4.17428 -1.78956 4.92304
C 2.90964 -2.12306 4.46621
H 1.56354 -6.58192 3.88244
H 1.48674 -4.44177 2.65514
H -1.21561 -2.86662 5.55684
H -1.09543 -4.99070 6.81426
H -2.71324 -1.35954 3.97350
H -3.89201 -0.24731 5.86585
H -0.24062 1.59020 7.06761
H 0.95424 0.43331 5.23603
H 2.11419 0.72296 2.86588
H 4.36493 1.36548 3.70927
H 4.76285 -2.48141 5.50716
H 2.51264 -3.10010 4.69998
C -4.39154 -4.00647 3.19598
Si -5.48984 -2.64020 2.42383
C -5.86853 -1.30379 3.73507
C -7.15187 -3.43305 1.91717
C -4.71711 -2.02202 0.80984
Te -2.97703 -0.69836 0.83841
C -4.24905 0.97772 1.33708
Si -5.50213 1.52444 0.00450
C -6.04837 3.31716 0.39301
C -7.12007 0.49702 -0.12262
C -4.64917 1.42227 -1.69048
H -4.74612 -4.30365 4.17837
H -3.35450 -3.69353 3.29500
H -4.40532 -4.89391 2.57055
H -6.22121 -1.75141 4.66053
H -6.64199 -0.62669 3.38554
H -4.99305 -0.70784 3.96597
H -7.67478 -3.88150 2.75516
H -6.99993 -4.20833 1.17277
H -7.80498 -2.68383 1.48095
H -5.47734 -1.54338 0.20067
H -4.38645 -2.89281 0.25354
H -3.55527 1.79117 1.52851
H -4.75070 0.74507 2.27230
H -6.52079 3.37654 1.36949
H -6.76301 3.68217 -0.33823
H -5.20323 3.99751 0.39997
H -7.44502 0.10166 0.83357
H -7.01097 -0.34207 -0.80173
H -7.92679 1.11115 -0.51180
H -4.01840 2.28736 -1.85592
H -5.35357 1.36760 -2.51390
H -4.01282 0.53972 -1.72085
O 2.58663 0.46780 -0.12265
P 3.42933 1.59278 -0.60526
C 3.69478 1.33343 -2.43172
C 2.34118 1.29283 -3.15644
C 2.10311 2.54859 -3.98876
C 3.14971 2.68036 -5.10194
C 4.49917 2.10168 -4.66509
C 4.69431 2.23607 -3.15755
C 2.46087 3.15826 -0.26404
C 2.17882 3.26512 1.23411
C 3.23839 4.04762 2.00231
C 3.42707 5.43606 1.40151
C 3.83948 5.31784 -0.06027
C 2.80881 4.52360 -0.85409
C 5.06850 1.44300 0.28199
C 6.13278 2.51243 0.03225
C 7.52991 1.95114 0.28333
C 7.87750 0.87872 -0.74875
C 6.68782 -0.05858 -1.01327
C 5.63248 0.02685 0.08436
H 4.08149 0.30434 -2.42024
H 1.53994 1.15751 -2.42436
H 2.31026 0.42763 -3.82388
H 2.12376 3.42619 -3.34210
H 1.10721 2.50598 -4.42927
H 3.26404 3.73412 -5.36371
H 2.81116 2.15707 -5.99875
H 5.31028 2.61005 -5.18566
H 4.55988 1.04371 -4.92745
H 4.57082 3.27860 -2.86590
H 5.71444 1.94461 -2.90554
H 1.51952 2.82878 -0.73235
H 2.08637 2.25716 1.63806
H 1.21468 3.76037 1.36831
H 4.19191 3.51747 1.97838
H 2.93208 4.13278 3.04798
H 4.18795 5.98589 1.95997
H 2.49154 5.99439 1.47187
H 4.81388 4.83600 -0.12678
H 3.93174 6.31268 -0.50173
H 3.15209 4.42785 -1.88279
H 1.87737 5.09770 -0.87494
H 4.72654 1.49394 1.32389
H 5.97529 3.35802 0.70149
H 6.08234 2.88111 -0.99066
H 7.57507 1.52966 1.28902
H 8.26506 2.75735 0.23264
H 8.73691 0.30931 -0.39236
H 8.17418 1.36292 -1.68186
H 7.03666 -1.08978 -1.08240
H 6.23012 0.18296 -1.97062
H 6.08359 -0.30730 1.02085
H 4.81103 -0.65697 -0.13787
*
```

=====

(2)
DFT (the ωB97M-V functional and the def2-TZVPD basis) results for 15 unconnected molecules or ions with the total composition C79H191N13O15 in a non-equilibrium geometry.

Computed properties:
- lowest unoccupied orbital energy (alpha / beta) (eV) = -1.985 / -6.518
- Kohn-Sham gap (alpha / beta) (eV) = 7.49 / 2.96

```
! RIJCOSX wB97M-V def2-TZVPD def2/J DEFGRID3
* xyz 1 2
C 2.27345 4.35221 -4.10560
C 3.42146 5.27552 -4.66653
C 3.22199 6.64891 -3.97009
C 4.46799 7.55077 -4.22639
C 5.67520 6.85815 -3.71145
C 6.00865 5.46728 -4.30363
N 4.76617 4.64688 -4.26131
O 4.96441 3.34956 -4.82166
C 6.64846 5.66109 -5.63596
C 7.05878 4.77745 -3.37132
C 3.19983 5.43237 -6.21089
H 2.29952 3.41620 -4.66353
H 1.25328 4.69261 -4.28305
H 2.38283 4.22151 -3.02901
H 2.36775 7.20729 -4.35296
H 3.11545 6.35810 -2.92502
H 4.29166 8.54603 -3.81837
H 4.59787 7.79986 -5.27957
H 5.60865 6.82903 -2.62388
H 6.49472 7.53412 -3.95548
H 6.00642 6.20640 -6.32772
H 7.61785 6.15650 -5.58161
H 6.77265 4.65627 -6.03970
H 7.94524 5.34871 -3.09572
H 6.51292 4.64888 -2.43666
H 7.45932 3.79146 -3.60690
H 2.15053 5.57504 -6.46920
H 3.45283 4.49978 -6.71525
H 3.83093 6.19319 -6.67020
H 5.01231 2.76808 -4.05930
C -0.83272 -4.26987 3.47383
C -1.79296 -5.46300 3.14154
C -2.34917 -5.10039 1.69697
C -1.47262 -5.57478 0.55907
C -0.92694 -7.00849 0.78613
C -0.27776 -7.27910 2.17366
N -1.15973 -6.75719 3.22450
O -0.81120 -7.07966 4.55944
C -0.19894 -8.76898 2.40454
C 1.15613 -6.66181 2.14963
C -3.03688 -5.39852 4.08058
H -0.07814 -4.41206 4.24744
H -1.51304 -3.46218 3.74384
H -0.42568 -3.89412 2.53509
H -3.37706 -5.46144 1.66236
H -2.52355 -4.03016 1.58605
H -0.70229 -4.80463 0.51946
H -2.01129 -5.43135 -0.37760
H -0.29611 -7.19290 -0.08343
H -1.73123 -7.74125 0.72076
H 0.28272 -9.24813 1.55218
H 0.28050 -8.96754 3.36308
H -1.19418 -9.18899 2.25903
H 1.79013 -7.23547 1.47357
H 1.12905 -5.61080 1.86200
H 1.53480 -6.73613 3.16904
H -2.83108 -5.29314 5.14577
H -3.62053 -6.31326 3.97710
H -3.71069 -4.59860 3.77364
H -1.39226 -7.83189 4.69405
C 1.86853 -3.39106 -5.81631
C 3.32743 -3.83635 -5.54510
C 3.39731 -4.28246 -4.03301
C 4.60995 -5.13162 -3.70774
C 4.66188 -6.35498 -4.60680
C 4.75085 -5.96012 -6.07357
N 3.59597 -5.04069 -6.37847
O 3.53888 -4.72085 -7.70471
C 6.14002 -5.42662 -6.47415
C 4.50123 -7.22377 -6.91840
C 4.30129 -2.65151 -5.83430
H 1.18135 -4.17315 -5.49347
H 1.62284 -3.25712 -6.86978
H 1.62880 -2.45409 -5.31361
H 3.61156 -3.38836 -3.44754
H 2.49139 -4.72093 -3.61451
H 4.54354 -5.53687 -2.69806
H 5.53516 -4.55596 -3.73411
H 3.72850 -6.88217 -4.40931
H 5.50931 -6.99174 -4.35289
H 6.12736 -4.85952 -7.40493
H 6.57315 -4.78443 -5.70729
H 6.89327 -6.18674 -6.68138
H 5.11890 -8.06780 -6.61151
H 3.46629 -7.55962 -6.85356
H 4.66917 -7.00956 -7.97386
H 5.37604 -2.83065 -5.80386
H 4.09145 -1.76826 -5.23104
H 4.12138 -2.26636 -6.83800
H 2.74169 -5.17879 -7.98107
C -1.11895 -1.63347 -3.73145
C -0.27484 -1.19779 -2.44307
C 0.63161 0.06038 -2.79199
C 1.21141 0.81631 -1.54513
C 0.06417 1.22481 -0.57421
C -0.83667 0.03129 -0.16998
N -1.28878 -0.73345 -1.43507
O -2.26634 -1.68191 -1.06636
C -0.23545 -0.79617 0.99996
C -2.10411 0.80692 0.39376
C 0.68034 -2.28425 -1.98476
H -1.80799 -0.86830 -4.08900
H -1.74200 -2.52659 -3.68390
H -0.40234 -1.75496 -4.54373
H 1.48757 -0.29041 -3.36853
H 0.01980 0.71869 -3.40875
H 1.73389 1.68383 -1.94829
H 1.89902 0.15845 -1.01362
H -0.47103 1.98166 -1.14767
H 0.48750 1.73572 0.29059
H -0.89847 -1.62404 1.25123
H 0.78762 -1.13661 0.84019
H -0.21117 -0.24926 1.94250
H -2.50979 1.45176 -0.38580
H -2.87098 0.06715 0.62345
H -1.85313 1.41576 1.26233
H 0.16680 -3.02388 -1.37049
H 1.36233 -1.88920 -1.23183
H 1.17960 -2.85352 -2.76884
H -3.07540 -1.38466 -1.48906
C 2.47185 4.72441 1.44041
C 3.99585 4.46465 1.21161
C 4.82977 5.06052 2.38921
C 4.88891 4.11818 3.59460
C 5.40750 2.74732 3.16380
C 4.55101 2.03416 2.09576
N 4.34683 3.02698 0.97682
O 3.71882 2.45054 -0.14907
C 5.43608 0.92557 1.54106
C 3.19098 1.42409 2.67004
C 4.48297 5.29845 -0.00439
H 1.87642 4.42780 0.57693
H 2.29373 5.79374 1.55410
H 2.13393 4.08111 2.25287
H 5.84598 5.33470 2.10595
H 4.34162 5.93856 2.81209
H 3.92718 4.09392 4.10705
H 5.63766 4.46786 4.30537
H 5.32696 2.10978 4.04423
H 6.41494 2.95667 2.80420
H 6.33115 1.20030 0.98297
H 5.65047 0.27969 2.39251
H 4.86978 0.31423 0.83845
H 3.37591 0.66836 3.43343
H 2.62037 2.21572 3.15565
H 2.59850 0.97144 1.87494
H 3.96561 5.05937 -0.93352
H 5.51431 5.08074 -0.28197
H 4.28819 6.36356 0.12093
H 4.37470 2.65182 -0.82057
C -1.40227 3.58464 -4.94452
O -2.51503 3.75981 -4.10467
H -0.87518 4.53748 -4.89591
H -0.72078 2.86336 -4.49348
H -1.57370 3.37129 -5.99960
H -2.82224 4.65311 -4.27565
C -2.97989 0.47326 -6.45501
O -3.71512 -0.47082 -5.70135
H -3.43172 0.53795 -7.44484
H -3.05804 1.43117 -5.94080
H -1.92794 0.19954 -6.53605
H -3.87301 -0.13805 -4.81482
C -4.13533 4.72029 5.40040
C -3.21537 4.29583 4.21089
C -1.99256 3.45789 4.49110
O -1.37353 3.20821 3.26177
C -0.23342 2.42614 3.35772
N -4.02022 3.53315 3.25883
H -4.71418 3.99636 5.97393
H -4.84589 5.49551 5.11365
H -3.49698 5.22071 6.12855
H -2.83716 5.21507 3.76363
H -2.25368 2.55403 5.04149
H -1.24027 4.04259 5.02051
H 0.11166 2.26134 2.33700
H -0.38315 1.45160 3.82241
H 0.54503 2.87234 3.97661
H -4.24299 2.60513 3.58937
H -3.24265 3.35488 2.63939
C -7.62036 2.46522 5.66863
C -7.92284 1.43893 4.50371
C -6.94226 1.64384 3.36116
O -7.13528 0.94269 2.21875
C -6.10678 1.13465 1.28897
N -7.95271 0.07683 5.00848
H -8.23849 2.26401 6.54356
H -7.79251 3.42462 5.18075
H -6.54757 2.45643 5.86131
H -8.90012 1.60792 4.05154
H -5.95472 1.39252 3.74808
H -6.84579 2.71712 3.19728
H -6.17880 0.38285 0.50302
H -5.14070 0.89689 1.73421
H -6.08850 2.08564 0.75661
H -7.81382 -0.32477 4.09223
H -7.09548 -0.16619 5.48409
C -3.27301 -0.61855 3.91114
C -3.85285 -1.17002 5.18806
C -3.69870 -0.26154 6.42702
O -2.31771 0.06926 6.74875
C -1.32519 -0.93213 6.90354
N -5.26467 -1.33146 4.91037
H -3.29540 -1.26553 3.03421
H -2.24591 -0.29084 4.07170
H -3.79621 0.29685 3.63476
H -3.47460 -2.16078 5.43990
H -4.06191 -0.74862 7.33198
H -4.29997 0.64351 6.34065
H -0.42246 -0.40616 7.21426
H -1.16311 -1.41758 5.94117
H -1.68584 -1.60335 7.68297
H -5.59604 -1.97026 5.61905
H -5.51052 -1.83111 4.06777
C -5.34844 -2.63126 1.33821
C -6.83363 -2.96791 1.61031
C -6.95838 -4.49756 2.13049
O -6.23214 -5.37895 1.24134
C -6.09615 -6.77017 1.69906
N -7.36436 -2.04551 2.61391
H -4.93437 -3.26715 0.55573
H -4.69331 -2.75583 2.20041
H -5.26264 -1.63252 0.91013
H -7.37794 -2.87943 0.67010
H -8.00239 -4.80813 2.08937
H -6.56406 -4.58360 3.14302
H -5.63865 -7.34847 0.89634
H -7.02285 -7.25174 2.01118
H -5.35738 -6.83110 2.49818
H -7.38473 -1.11652 2.21811
H -8.32217 -2.31931 2.78042
C -5.60612 2.28603 -3.10202
C -4.84871 1.08729 -2.48881
C -5.43739 -0.28987 -2.71659
O -4.67691 -1.30612 -2.01470
C -5.11028 -2.62688 -2.22634
N -3.54273 1.01652 -3.13456
H -6.57189 2.43363 -2.61869
H -5.74263 2.20417 -4.18034
H -5.04399 3.20516 -2.93684
H -4.57062 1.22387 -1.44376
H -5.52893 -0.40008 -3.79713
H -6.47610 -0.36282 -2.39432
H -5.27461 -2.85380 -3.27972
H -6.07346 -2.75194 -1.73162
H -4.33954 -3.32722 -1.90446
H -3.01122 0.51105 -2.44022
H -3.14840 1.94290 -3.05441
C -5.52734 6.27881 -0.93830
C -4.96008 5.03463 -0.11147
C -3.45373 4.97781 0.19580
O -2.78652 4.90037 -1.02929
C -1.34966 4.68505 -0.97497
N -5.74759 5.16307 1.09359
H -5.63356 7.16605 -0.31409
H -6.55703 6.13362 -1.26503
H -4.81451 6.44151 -1.74671
H -5.17569 4.01192 -0.42080
H -3.19277 4.09934 0.78598
H -3.02165 5.90601 0.56974
H -1.13202 3.91520 -0.23467
H -0.87968 5.55036 -0.50755
H -0.74718 4.58680 -1.87800
H -5.35791 4.57956 1.82008
H -5.55685 6.09393 1.43596
C 3.69700 -1.27507 7.95567
C 4.60109 -1.78603 6.82632
C 4.07642 -1.21072 5.47467
O 2.91174 -1.98329 5.24647
C 1.98970 -1.49934 4.25466
N 5.90080 -1.18869 7.10921
H 4.00871 -1.44758 8.98581
H 2.64499 -1.53583 7.83990
H 3.60057 -0.19383 7.85717
H 4.58981 -2.87064 6.93405
H 4.89024 -1.48805 4.80468
H 3.94324 -0.13560 5.59493
H 1.62800 -0.53440 4.60988
H 1.22731 -2.25780 4.07694
H 2.44874 -1.27531 3.29175
H 6.03746 -1.48985 8.06353
H 5.89823 -0.17972 7.15476
C 6.28731 -0.03831 -4.10736
C 5.38039 -0.05625 -2.85413
C 5.55747 -1.30498 -1.90594
O 4.45950 -1.39671 -0.98237
C 4.51884 -2.62834 -0.19144
N 5.59877 1.11616 -2.06734
H 6.10982 -0.90114 -4.74931
H 7.34666 0.01759 -3.85681
H 6.11824 0.79973 -4.78352
H 4.37285 -0.05761 -3.27002
H 6.46619 -1.21997 -1.31004
H 5.57219 -2.18154 -2.55364
H 3.58117 -2.86704 0.31045
H 5.24173 -2.52248 0.61745
H 4.86366 -3.45554 -0.81188
H 6.59114 1.08690 -1.88177
H 5.19427 0.90604 -1.16605
*
```